This record from the Open Molecules 2025 dataset describes the molecule C3H4O2. The level of theory is the ωB97M-V functional and the def2-TZVPD basis.

Element x y z (Å)
O 1.88 0.01 -0.04
C 0.68 0.03 0.03
C -0.42 -1.03 0.07
O -1.45 -0.07 -0.11
C -0.50 1.08 0.05
H -0.64 -1.73 0.93
H -0.23 -1.61 -0.89
H -0.56 1.79 -0.83
H -0.56 1.53 1.09

Output
Gap between HOMO and LUMO   0.399 hartree
Energy above the lowest of the compared OMol25 structures with the same formula, charge and spin   43.5 kcal/mol
SMILES   O=C1COC1
Net charge   0


This record from the Open Molecules 2025 dataset describes a cluster of 2 separate species, C10H16O in total. The level of theory is the ωB97M-V functional and the def2-TZVPD basis.

Element x y z (Å)
C -3.50 -0.97 -0.44
C -2.21 -1.01 0.32
C -1.08 -0.23 -0.35
C -0.83 1.11 -0.40
C 0.25 1.57 -1.22
C 0.96 0.76 -2.06
O 1.92 1.28 -2.92
C 0.57 -0.58 -2.19
C -0.44 -1.03 -1.35
H -3.37 -1.46 -1.41
H -3.79 0.09 -0.58
H -4.34 -1.54 -0.05
H -2.32 -0.62 1.34
H -1.67 -1.95 0.42
H -1.38 1.81 0.21
H 0.45 2.63 -1.06
H 2.42 1.89 -2.38
H 1.09 -1.23 -2.87
H -0.71 -2.06 -1.51
C 2.89 0.01 2.65
C 1.59 0.37 1.99
H 3.16 0.90 3.24
H 2.95 -0.75 3.43
H 3.67 -0.24 1.93
H 1.68 -0.13 1.00
H 1.39 1.44 1.92
H 0.65 -0.07 2.36

Output
Gap between HOMO and LUMO   0.350 hartree
Energy above the lowest of the compared OMol25 structures with the same formula, charge and spin   39.4 kcal/mol
SMILES   CCc1ccc(O)cc1.CC
Net charge   0


This record from the Open Molecules 2025 dataset describes the ion C26H25Cl2N2 with charge +1. The level of theory is the ωB97M-V functional and the def2-TZVPD basis.

Element x y z (Å)
C -1.37 -1.51 2.35
C 0.10 -1.20 2.41
C 0.98 -1.24 1.31
N 0.50 -1.36 -0.05
C -0.63 -0.60 -0.64
N -0.93 -1.43 -1.78
C -1.96 -1.12 -2.75
C -0.39 -2.66 -1.63
C 0.50 -2.62 -0.62
C 2.36 -1.47 1.54
C 3.31 -1.90 0.46
C 2.85 -1.36 2.84
C 2.01 -1.10 3.92
C 2.56 -0.91 5.30
C 0.63 -1.05 3.69
H -1.88 -0.88 3.10
H -1.84 -1.33 1.38
H -1.57 -2.55 2.63
H -2.49 -0.22 -2.43
H -1.52 -0.93 -3.74
H -2.67 -1.95 -2.83
H -0.66 -3.51 -2.24
H 1.15 -3.42 -0.27
H 4.33 -1.86 0.86
H 3.15 -2.94 0.15
H 3.28 -1.26 -0.42
H 3.92 -1.51 3.03
H 1.74 -0.81 6.03
H 3.19 -1.75 5.59
H 3.17 0.00 5.37
H -0.05 -0.94 4.54
Cl -5.91 3.37 0.21
C -4.36 2.72 -0.12
C -3.70 1.97 0.87
C -2.43 1.47 0.61
C -1.85 1.55 -0.69
C -0.62 0.82 -1.02
C 0.41 1.39 -1.84
C 1.65 0.71 -2.11
C 2.58 1.23 -3.01
C 2.30 2.42 -3.71
Cl 3.38 2.99 -4.91
C 1.14 3.15 -3.42
C 0.27 2.68 -2.43
C -2.59 2.26 -1.69
C -3.79 2.89 -1.39
H -4.19 1.79 1.83
H -1.85 1.01 1.41
H -1.48 -0.68 0.06
H 1.87 -0.21 -1.58
H 3.51 0.70 -3.21
H 0.92 4.06 -3.97
H -0.55 3.33 -2.12
H -2.20 2.30 -2.71
H -4.31 3.47 -2.15

Output
Gap between HOMO and LUMO   0.146 hartree
Net charge   +1


This record from the Open Molecules 2025 dataset describes a structure of composition C2H26O19Y. The level of theory is the ωB97M-V functional and the def2-TZVPD basis.

Element x y z (Å)
Y 2.65 2.13 -5.80
C 1.29 1.35 -3.69
O 1.16 2.55 -4.43
O 2.31 0.70 -4.10
O 0.85 1.39 -2.54
C 4.35 3.62 -4.56
O 4.46 2.23 -4.67
O 4.85 4.15 -3.53
O 3.55 4.13 -5.39
O 0.39 3.74 -1.46
H 1.10 4.22 -1.91
H 0.57 2.85 -1.70
O 1.05 0.64 -6.81
H 1.31 -0.12 -7.33
H 0.32 0.30 -6.31
O -1.65 1.24 -1.38
H -0.81 1.50 -1.82
H -1.49 1.23 -0.48
O 1.91 5.24 -3.24
H 1.33 4.82 -3.87
H 2.77 4.94 -3.54
O 0.94 -0.67 -0.97
H 1.66 -1.24 -1.21
H 0.87 0.07 -1.61
O 3.12 3.13 -1.77
H 2.47 2.62 -2.27
H 3.77 3.40 -2.41
O -1.36 1.10 -5.71
H -1.51 0.30 -5.13
H -1.24 1.98 -5.28
O 0.85 -1.49 -4.11
H 1.46 -0.76 -4.22
H 0.24 -1.13 -3.51
O 4.00 -0.37 -2.34
H 3.30 -0.03 -2.85
H 4.25 0.27 -1.68
O -1.48 -1.26 -2.58
H -1.26 -0.53 -1.99
H -2.19 -0.98 -3.17
O -1.26 3.27 -3.63
H -0.30 3.07 -3.92
H -0.93 3.56 -2.83
O 1.92 1.35 0.42
H 1.53 0.56 -0.03
H 2.51 1.72 -0.23
O 1.28 3.56 -7.09
H 0.94 4.20 -6.47
H 1.24 3.98 -7.95

Output
Gap between HOMO and LUMO   0.281 hartree
Energy above the lowest of the compared OMol25 structures with the same formula, charge and spin   0.0 kcal/mol
Net charge   -1


This record from the Open Molecules 2025 dataset describes a cluster of 2 separate species, C5H12N2O in total. The level of theory is the ωB97M-V functional and the def2-TZVPD basis.

Element x y z (Å)
H 1.62 -1.24 2.12
N 1.18 -1.93 1.52
C 1.07 -1.59 0.31
C 1.58 -0.35 -0.37
N 2.50 0.39 0.30
O 1.23 -0.05 -1.52
H 0.60 -2.29 -0.37
H 2.63 0.29 1.30
H 2.79 1.26 -0.11
C -0.93 1.07 0.87
C -1.81 0.02 -0.18
C -1.56 0.24 -1.62
H -1.27 2.09 0.69
H 0.15 1.22 0.94
H -1.25 0.77 1.87
H -1.53 -0.98 0.14
H -2.83 0.25 0.11
H -1.95 1.18 -1.99
H -0.37 0.25 -1.77
H -1.87 -0.60 -2.24

Output
Gap between HOMO and LUMO   0.357 hartree
Energy above the lowest of the compared OMol25 structures with the same formula, charge and spin   59.4 kcal/mol
SMILES   [H]/N=C\C(N)=O.CCC
Net charge   0


This record from the Open Molecules 2025 dataset describes a structure of composition C43H51AsBaNO5P. The level of theory is the ωB97M-V functional and the def2-TZVPD basis.

Element x y z (Å)
Ba 0.81 0.61 0.70
O 1.32 -4.52 -0.21
C 1.39 -4.48 -1.64
C 0.62 -3.30 -2.24
C 1.25 -2.00 -1.76
C 1.29 -0.89 -2.76
C 1.55 -1.15 -4.10
C 1.70 -0.12 -4.94
C 1.53 1.17 -4.49
C 1.28 1.37 -3.11
N 1.14 0.32 -2.31
H 1.12 -3.59 0.06
H 0.87 -5.43 -1.95
H 2.48 -4.44 -2.02
H -0.39 -3.50 -1.93
H 0.58 -3.40 -3.35
H 2.25 -2.29 -1.46
H 0.75 -1.60 -0.88
H 1.60 -2.14 -4.45
H 1.88 -0.31 -6.11
H 1.59 1.97 -5.15
H 1.18 2.34 -2.61
O -0.61 2.75 1.15
C -0.22 3.01 -0.03
C -0.84 4.15 -0.70
C -0.38 5.45 -0.36
C -0.65 6.58 -1.17
C -1.34 6.34 -2.33
C -1.85 5.12 -2.64
C -1.59 3.98 -1.85
P -2.12 2.32 -2.40
C -3.78 2.22 -1.55
C -4.20 3.02 -0.50
C -5.40 2.67 0.20
C -6.17 1.61 -0.29
C -5.80 0.89 -1.43
C -4.57 1.17 -2.01
C -2.70 2.76 -4.04
C -3.85 3.56 -4.33
C -4.24 3.74 -5.65
C -3.44 3.16 -6.70
C -2.31 2.44 -6.39
C -1.93 2.28 -5.05
H 0.18 5.63 0.57
H -0.32 7.55 -0.87
H -1.49 7.14 -3.06
H -2.37 5.10 -3.57
H -3.60 3.85 -0.19
H -5.78 3.26 1.02
H -7.14 1.41 0.12
H -6.46 0.08 -1.87
H -4.26 0.62 -2.83
H -4.43 4.01 -3.50
H -5.06 4.37 -5.94
H -3.65 3.32 -7.78
H -1.71 2.08 -7.20
H -1.02 1.85 -4.82
C -1.73 -2.55 3.12
As -1.86 -1.02 1.95
C -3.48 -1.65 1.09
C -2.76 0.29 3.14
H -2.71 -2.92 3.47
H -1.18 -2.35 4.09
H -1.31 -3.35 2.50
H -4.19 -1.91 1.90
H -3.26 -2.53 0.43
H -3.96 -0.86 0.49
H -3.76 0.50 2.75
H -2.19 1.24 3.03
H -2.85 0.02 4.19
C 2.63 2.59 4.78
C 1.52 1.67 4.44
C 0.93 0.84 5.50
O 1.10 1.62 3.29
H 2.19 3.39 5.35
H 3.17 2.96 3.92
H 3.28 2.09 5.46
H -0.10 0.50 5.25
H 0.88 1.44 6.43
H 1.53 -0.06 5.76
C 5.81 -6.30 3.43
C 5.20 -4.93 3.17
C 5.32 -4.33 1.95
C 4.53 -3.25 1.60
C 4.63 -2.68 0.21
C 3.55 -2.76 2.43
C 3.45 -3.26 3.75
C 2.58 -2.77 4.87
C 4.32 -4.30 4.05
C 2.63 -1.66 1.95
O 1.61 -2.15 1.43
O 2.89 -0.41 2.06
H 6.52 -6.43 4.29
H 6.32 -6.66 2.55
H 5.05 -7.11 3.74
H 5.92 -4.78 1.14
H 5.67 -2.62 -0.19
H 4.22 -1.69 0.13
H 3.99 -3.26 -0.48
H 2.81 -3.29 5.75
H 1.55 -3.01 4.54
H 2.63 -1.70 5.00
H 4.22 -4.72 5.03

Output
Gap between HOMO and LUMO   0.266 hartree
Energy above the lowest of the compared OMol25 structures with the same formula, charge and spin   21.2 kcal/mol
Net charge   0


| no. | electronic energy (Ha) |
| --- | --- |
| 1 | -267.12343 |
| 2 | -465.83509 |
| 3 | -2035.32408 |
| 4 | -1559.99951 |
| 5 | -382.40780 |
| 6 | -4702.70220 |